1.
Entry from OMol25: a cluster of 6 separate species, C12H36O12 in total in a non-equilibrium geometry (the ωB97M-V functional and the def2-TZVPD basis).

As for the SMILES: OCCO.OCCO.OCCO.OCCO.OCCO.OCCO. The calculation puts the HOMO energy at -9.7 eV. The calculation puts the gap between HOMO and LUMO at 10.139 eV. As for the energy relative to the best compared isomer or geometry (same formula, charge and spin): 19.77 kcal/mol. The net charge is 0.

Positions of all 60 atoms, in Å:
C1 9.164 18.781 -25.814
C2 10.299 19.717 -25.453
O1 11.422 18.970 -24.954
O2 8.361 19.405 -26.808
H1 8.563 18.641 -24.909
H2 9.537 17.820 -26.178
H3 9.986 20.491 -24.750
H4 10.616 20.255 -26.353
H5 12.174 19.226 -25.492
H6 7.536 18.902 -26.864
C3 4.668 18.254 -26.941
C4 4.760 19.305 -25.877
O3 5.406 18.863 -24.692
O4 5.967 18.037 -27.535
H7 3.960 18.588 -27.710
H8 4.264 17.300 -26.590
H9 3.738 19.577 -25.594
H10 5.257 20.222 -26.205
H11 5.963 18.082 -24.836
H12 5.934 17.122 -27.829
C5 6.688 12.969 -22.014
C6 5.635 12.460 -21.057
O5 4.411 13.113 -21.390
O6 7.195 14.239 -21.560
H13 6.354 13.041 -23.048
H14 7.520 12.257 -21.976
H15 5.993 12.713 -20.056
H16 5.548 11.376 -21.177
H17 3.712 12.648 -20.921
H18 6.893 14.850 -22.240
C7 4.095 11.005 -26.398
C8 4.821 11.285 -25.114
O7 6.246 11.372 -25.380
O8 4.716 9.927 -27.108
H19 4.175 11.865 -27.074
H20 3.051 10.758 -26.184
H21 4.776 10.350 -24.541
H22 4.342 12.115 -24.606
H23 6.328 10.636 -26.003
H24 4.173 9.735 -27.875
C9 7.276 17.760 -21.365
C10 8.755 17.551 -21.547
O9 8.996 17.088 -22.924
O10 6.798 18.937 -21.992
H25 7.167 18.047 -20.314
H26 6.668 16.880 -21.579
H27 9.149 16.745 -20.931
H28 9.266 18.511 -21.494
H29 9.887 16.728 -22.914
H30 6.973 18.947 -22.940
C11 6.926 15.304 -25.323
C12 7.943 15.309 -26.458
O11 7.827 14.090 -27.177
O12 6.857 16.479 -24.551
H31 7.045 14.394 -24.715
H32 5.971 15.122 -25.830
H33 8.994 15.367 -26.150
H34 7.720 16.156 -27.105
H35 7.976 13.341 -26.591
H36 7.706 16.537 -24.078

---

2.
Entry from OMol25: a cluster of 6 separate species, C12H36O6 in total in a non-equilibrium geometry (the ωB97M-V functional and the def2-TZVPD basis).

As for the SMILES: CCO.CCO.CCO.CCO.CCO.CCO. The calculation puts the HOMO energy at -9.7 eV. The calculation puts the gap between HOMO and LUMO at 10.198 eV. As for the energy relative to the best compared isomer or geometry (same formula, charge and spin): 76.90 kcal/mol. The net charge is 0.

Positions of all 54 atoms, in Å:
C1 14.696 0.235 5.180
C2 13.950 0.254 6.572
O1 12.482 0.208 6.377
H1 14.540 1.151 4.611
H2 14.475 -0.611 4.528
H3 15.746 0.193 5.469
H4 14.273 1.163 7.078
H5 14.297 -0.612 7.136
H6 12.126 0.173 7.268
C3 18.131 0.231 2.190
C4 18.232 0.944 3.571
O2 19.270 1.908 3.511
H7 17.873 0.828 1.316
H8 17.297 -0.463 2.293
H9 18.959 -0.425 1.919
H10 18.547 0.298 4.391
H11 17.270 1.336 3.900
H12 18.974 2.654 2.984
C5 20.805 -2.778 -1.418
C6 20.138 -1.785 -0.524
O3 21.116 -1.549 0.520
H13 21.110 -3.669 -0.870
H14 21.575 -2.236 -1.967
H15 20.037 -3.088 -2.128
H16 19.235 -2.311 -0.214
H17 19.761 -0.867 -0.975
H18 21.864 -1.064 0.164
C7 17.482 -3.211 7.505
C8 18.708 -2.324 7.514
O4 19.820 -3.111 7.596
H19 16.471 -2.810 7.441
H20 17.569 -4.001 8.251
H21 17.612 -3.760 6.573
H22 18.673 -1.796 8.467
H23 18.753 -1.644 6.663
H24 20.353 -3.080 6.797
C9 18.599 6.100 2.576
C10 18.412 5.329 1.281
O5 18.116 3.992 1.772
H25 18.966 7.106 2.376
H26 19.322 5.596 3.218
H27 17.677 6.234 3.142
H28 19.272 5.290 0.613
H29 17.537 5.474 0.647
H30 17.903 3.336 1.104
C11 22.691 3.887 3.366
C12 22.577 2.890 2.157
O6 22.181 1.627 2.625
H31 23.199 3.386 4.189
H32 21.684 4.178 3.666
H33 23.295 4.759 3.115
H34 23.561 2.779 1.702
H35 21.925 3.136 1.318
H36 21.323 1.698 3.050

---

3.
Entry from OMol25: a cluster of 6 separate species, C12H36O6S3 in total in a non-equilibrium geometry (the ωB97M-V functional and the def2-TZVPD basis).

The calculation puts the HOMO energy at -8.3 eV. The calculation puts the gap between HOMO and LUMO at 8.513 eV. As for the energy relative to the best compared isomer or geometry (same formula, charge and spin): 0.00 kcal/mol. The net charge is 0.

Positions of all 57 atoms, in Å:
C1 30.686 48.581 44.237
C2 30.924 48.739 42.717
O1 29.764 49.322 42.198
H1 31.771 48.233 44.663
H2 30.123 47.695 44.433
H3 30.279 49.496 44.792
H4 30.992 47.691 42.408
H5 31.720 49.325 42.346
H6 28.984 48.622 42.414
C3 34.412 50.171 46.155
C4 34.608 51.596 46.478
O2 33.545 52.304 45.830
H7 34.665 50.071 45.111
H8 33.483 49.783 46.227
H9 34.976 49.508 46.856
H10 35.483 52.011 46.031
H11 34.573 51.650 47.582
H12 33.263 53.063 46.375
C5 29.482 44.767 43.148
C6 28.213 44.017 42.713
O3 28.328 43.892 41.261
H13 29.649 45.680 42.704
H14 30.388 44.010 42.916
H15 29.603 44.859 44.204
H16 27.216 44.427 42.996
H17 28.299 42.948 43.166
H18 27.919 44.818 40.810
C7 33.885 41.020 50.000
S1 34.879 40.479 48.512
O4 35.208 39.009 48.626
C8 33.701 40.737 47.141
H19 32.908 40.404 49.919
H20 33.596 42.195 49.899
H21 34.321 40.843 50.843
H22 33.992 40.327 46.251
H23 33.613 41.876 46.888
H24 32.714 40.332 47.379
C9 31.414 44.786 46.962
S2 32.392 45.369 48.294
O5 33.268 44.197 48.544
C10 33.439 46.392 47.382
H25 30.860 45.642 46.457
H26 30.530 44.325 47.387
H27 31.939 44.027 46.550
H28 34.235 46.788 47.815
H29 32.948 47.339 46.991
H30 33.774 45.620 46.556
C11 30.270 44.738 51.234
S3 29.561 46.434 50.925
O6 30.154 46.882 49.600
C12 27.923 45.916 50.518
H31 31.413 44.737 51.336
H32 30.020 44.118 50.288
H33 30.014 44.156 52.295
H34 27.203 45.261 51.085
H35 27.949 45.468 49.586
H36 27.132 46.849 50.410

---

4.
Entry from OMol25: a structure of composition C12H37BHgN3O3 in a non-equilibrium geometry (the ωB97M-V functional and the def2-TZVPD basis).

The calculation puts the HOMO energy at -11.7 eV. The calculation puts the gap between HOMO and LUMO at 3.676 eV. As for the energy relative to the best compared isomer or geometry (same formula, charge and spin): 205.94 kcal/mol. The net charge is +1.

Positions of all 57 atoms, in Å:
Hg1 -0.149 -1.203 0.485
B1 0.937 -0.317 3.860
H1 -0.057 -0.263 3.445
H2 1.517 -1.176 3.562
H3 1.529 0.555 3.626
H4 0.874 -0.292 4.937
C1 4.743 -1.457 -2.250
C2 3.285 -1.149 -1.886
C3 2.289 -1.683 -2.941
O1 0.979 -1.312 -2.639
C4 0.040 -1.623 -3.585
N1 2.905 -1.715 -0.594
H5 5.047 -2.494 -2.107
H6 5.232 -0.836 -1.500
H7 4.867 -1.157 -3.291
H8 3.285 -0.065 -1.768
H9 2.460 -2.759 -2.917
H10 2.617 -1.319 -3.915
H11 -0.984 -1.439 -3.260
H12 0.027 -2.671 -3.882
H13 0.186 -0.940 -4.422
H14 3.600 -1.351 0.042
H15 3.110 -2.702 -0.652
C5 -2.812 -3.580 2.930
C6 -2.775 -4.261 1.500
C7 -3.638 -3.592 0.452
O2 -3.200 -2.203 0.239
C8 -4.296 -1.342 -0.037
N2 -1.435 -4.064 1.081
H16 -3.769 -3.748 3.423
H17 -2.792 -2.504 2.762
H18 -1.911 -3.899 3.455
H19 -3.042 -5.307 1.652
H20 -4.686 -3.739 0.712
H21 -3.561 -3.990 -0.560
H22 -4.871 -1.167 0.872
H23 -4.868 -1.618 -0.923
H24 -3.792 -0.413 -0.303
H25 -1.354 -4.828 0.425
H26 -0.821 -4.382 1.817
C9 0.017 4.047 -1.824
C10 0.618 3.925 -0.389
C11 0.985 5.313 0.248
O3 -0.203 5.799 0.903
C12 0.114 6.952 1.658
N3 -0.141 2.944 0.448
H27 0.440 4.915 -2.329
H28 -1.011 4.409 -1.831
H29 0.182 3.088 -2.314
H30 1.564 3.422 -0.591
H31 1.256 6.077 -0.482
H32 1.834 5.065 0.884
H33 -0.807 7.529 1.741
H34 0.982 7.568 1.424
H35 0.367 6.563 2.644
H36 -1.044 3.385 0.547
H37 0.132 3.007 1.418

---

5.
Entry from OMol25: a cluster of 7 separate species, C12H37N2O8 in total (the ωB97M-V functional and the def2-TZVPD basis).

The calculation puts the HOMO energy at -11.5 eV. The calculation puts the gap between HOMO and LUMO at 8.775 eV. The net charge is +1.

Positions of all 59 atoms, in Å:
C1 -1.574 -3.135 1.047
C2 -1.788 -2.556 -0.332
O1 -1.939 -1.102 -0.210
N1 -2.923 -0.575 -1.049
C3 -2.560 -0.666 -2.509
C4 -1.594 0.483 -2.668
C5 -2.176 1.619 -1.808
C6 -1.187 2.588 -1.158
C7 -0.122 2.011 -0.221
C8 1.078 1.330 -0.897
C9 2.391 1.631 -0.166
N2 3.601 1.354 -0.937
C10 3.726 0.271 -1.796
C11 3.261 -1.054 -1.225
O2 4.267 0.365 -2.879
C12 -3.046 0.897 -0.757
H1 -0.857 -3.952 1.004
H2 -2.498 -3.521 1.477
H3 -1.192 -2.381 1.732
H4 -2.678 -2.951 -0.827
H5 -0.913 -2.749 -0.953
H6 -3.799 -1.056 -0.830
H7 -2.154 -1.655 -2.700
H8 -3.485 -0.550 -3.074
H9 -0.601 0.205 -2.324
H10 -1.511 0.772 -3.716
H11 -2.841 2.213 -2.438
H12 -1.773 3.318 -0.595
H13 -0.690 3.158 -1.949
H14 0.247 2.847 0.377
H15 -0.582 1.325 0.499
H16 1.185 1.684 -1.929
H17 0.926 0.250 -0.955
H18 2.420 1.106 0.794
H19 2.427 2.696 0.063
H20 3.975 2.178 -1.393
H21 2.741 -0.967 -0.272
H22 4.153 -1.660 -1.059
H23 2.635 -1.582 -1.944
H24 -2.729 1.025 0.275
H25 -4.105 1.133 -0.840
O3 3.183 5.040 0.394
H26 2.720 5.263 -0.420
H27 4.040 5.472 0.316
O4 1.306 -3.618 -0.723
H28 1.571 -4.340 -0.139
H29 1.461 -2.827 -0.196
O5 -0.810 -3.447 4.134
H30 -0.576 -2.571 4.477
H31 -1.656 -3.649 4.545
O6 -1.937 5.567 0.187
H32 -2.151 5.950 1.043
H33 -2.208 6.231 -0.456
O7 1.660 -4.053 2.661
H34 0.893 -3.938 3.241
H35 2.073 -3.188 2.592
O8 0.624 -1.910 6.178
H36 1.502 -1.918 5.782
H37 0.536 -2.792 6.559

---

6.
Entry from OMol25: a structure of composition C12H37O7V in a non-equilibrium geometry (the ωB97M-V functional and the def2-TZVPD basis).

The calculation puts the HOMO energy (alpha / beta) at -14.8 / -14.7 eV. The calculation puts the gap between HOMO and LUMO (alpha / beta) at 6.116 / 2.954 eV. The net charge is +2. The spin multiplicity is 5.

Positions of all 57 atoms, in Å:
V1 1.151 2.082 -3.041
O1 0.929 0.870 -1.362
H1 0.760 0.752 -0.407
C1 -0.145 -1.492 -3.723
C2 -0.873 -0.141 -4.023
O2 0.008 0.836 -4.475
H2 0.706 -1.333 -3.062
H3 0.315 -1.946 -4.601
H4 -0.735 -2.310 -3.311
H5 -1.262 0.205 -3.066
H6 -1.679 -0.331 -4.731
H7 0.121 0.674 -5.414
C3 -0.716 -0.929 2.923
C4 -1.555 0.168 3.638
O3 -2.038 -0.275 4.900
H8 -1.274 -1.855 2.785
H9 0.178 -1.185 3.491
H10 -0.394 -0.508 1.970
H11 -2.423 0.472 3.054
H12 -0.936 1.055 3.774
H13 -2.882 -0.705 4.748
C5 -0.761 -3.644 -0.159
C6 0.187 -2.484 -0.440
O4 -0.529 -1.330 -0.742
H14 -1.536 -3.710 -0.923
H15 -1.279 -3.423 0.775
H16 -0.278 -4.620 -0.140
H17 0.719 -2.801 -1.337
H18 0.909 -2.339 0.364
H19 0.111 -0.643 -0.941
C7 4.659 -0.862 0.822
C8 3.483 -0.153 0.146
O5 3.029 -0.849 -0.983
H20 4.931 -0.403 1.772
H21 5.481 -0.835 0.107
H22 4.404 -1.915 0.947
H23 3.728 0.859 -0.176
H24 2.745 -0.218 0.946
H25 2.233 -0.400 -1.277
C9 -3.034 1.043 -0.105
C10 -3.684 -0.338 -0.305
O6 -3.079 -0.923 -1.447
H26 -1.951 0.924 -0.116
H27 -3.394 1.454 0.839
H28 -3.249 1.712 -0.938
H29 -4.771 -0.265 -0.345
H30 -3.590 -0.896 0.626
H31 -2.179 -1.168 -1.222
C11 0.627 2.874 1.695
C12 1.384 4.183 1.820
O7 1.298 4.776 0.533
H32 -0.420 3.066 1.460
H33 0.786 2.256 2.579
H34 0.983 2.284 0.850
H35 2.449 4.164 2.047
H36 0.888 4.799 2.570
H37 1.445 5.719 0.633

---

7.
Entry from OMol25: a structure of composition C12H38CuN10O6 in a non-equilibrium geometry (the ωB97M-V functional and the def2-TZVPD basis).

The calculation puts the HOMO energy (alpha / beta) at -14.7 / -14.7 eV. The calculation puts the gap between HOMO and LUMO (alpha / beta) at 10.285 / 8.064 eV. The net charge is +2. The spin multiplicity is 2.

Positions of all 67 atoms, in Å:
Cu1 0.132 -0.508 0.285
C1 2.400 -2.639 1.657
O1 1.748 -1.739 1.117
N1 3.647 -2.420 2.167
N2 1.975 -3.945 1.683
H1 4.225 -3.145 2.548
H2 3.945 -1.466 2.256
H3 1.097 -4.104 1.225
H4 2.465 -4.590 2.273
C2 -1.698 -3.240 1.305
O2 -1.033 -2.351 0.756
N3 -1.313 -3.750 2.514
N4 -2.850 -3.733 0.769
H5 -0.504 -3.320 2.926
H6 -1.950 -4.286 3.075
H7 -3.374 -4.476 1.196
H8 -2.925 -3.661 -0.232
C3 -1.557 -0.080 3.322
O3 -0.774 -0.170 2.372
N5 -2.896 0.112 3.180
N6 -1.089 -0.045 4.606
H9 -3.302 0.267 2.278
H10 -3.528 0.023 3.955
H11 -0.147 -0.349 4.757
H12 -1.698 0.246 5.347
C4 2.042 2.256 0.616
O4 1.438 1.185 0.460
N7 3.402 2.363 0.580
N8 1.370 3.430 0.720
H13 3.839 3.184 0.962
H14 3.978 1.543 0.532
H15 1.853 4.292 0.891
H16 0.364 3.386 0.674
C5 -2.387 1.922 -2.382
C6 -1.570 1.699 -1.112
C7 -1.994 2.701 -0.062
O5 -1.162 2.638 1.070
C8 -1.686 3.305 2.209
N9 -1.652 0.260 -0.688
H17 -3.451 1.689 -2.317
H18 -1.963 1.296 -3.177
H19 -2.234 2.929 -2.772
H20 -0.549 1.970 -1.397
H21 -3.067 2.566 0.157
H22 -1.882 3.716 -0.467
H23 -2.665 2.922 2.504
H24 -1.868 4.360 1.949
H25 -0.920 3.278 2.975
H26 -1.897 -0.211 -1.556
H27 -2.479 0.211 -0.096
C9 3.041 -0.213 -1.829
C10 1.632 -0.059 -2.362
C11 1.585 -0.259 -3.872
O6 0.369 0.322 -4.297
C12 0.068 0.032 -5.650
N10 0.779 -1.108 -1.697
H28 3.486 -1.161 -2.149
H29 3.060 -0.179 -0.746
H30 3.673 0.568 -2.255
H31 1.159 0.896 -2.144
H32 1.602 -1.324 -4.133
H33 2.437 0.270 -4.314
H34 0.157 -1.027 -5.908
H35 0.729 0.615 -6.302
H36 -0.951 0.331 -5.892
H37 1.350 -1.949 -1.770
H38 -0.031 -1.273 -2.294

---

8.
Entry from OMol25: a structure of composition C12H3BrCl40NO3 in a non-equilibrium geometry (the ωB97M-V functional and the def2-TZVPD basis).

The calculation puts the HOMO energy at -4.7 eV. The calculation puts the gap between HOMO and LUMO at 5.678 eV. The net charge is -1.

Positions of all 60 atoms, in Å:
N1 -1.370 3.018 3.254
C1 -2.527 2.434 2.534
O1 -2.643 1.052 2.900
Br1 -2.375 2.723 0.547
C2 -3.934 3.139 2.965
O2 -3.905 4.400 3.031
O3 -5.030 2.339 3.171
H1 -0.612 3.261 2.604
H2 -1.027 2.295 3.912
H3 -2.142 0.470 2.295
C3 1.273 2.156 -0.903
Cl1 1.004 0.462 -0.443
Cl2 2.968 2.380 -1.386
Cl3 0.203 2.578 -2.260
Cl4 0.909 3.202 0.480
C4 -5.306 2.793 7.010
Cl5 -3.925 2.157 6.101
Cl6 -4.724 3.649 8.458
Cl7 -6.220 3.916 5.987
Cl8 -6.356 1.445 7.498
C5 3.565 0.579 -5.001
Cl9 2.090 1.401 -4.456
Cl10 3.448 -1.153 -4.620
Cl11 3.748 0.786 -6.756
Cl12 4.973 1.282 -4.175
C6 8.135 -0.933 -3.312
Cl13 6.438 -1.162 -3.776
Cl14 8.830 -2.490 -2.809
Cl15 9.047 -0.298 -4.698
Cl16 8.229 0.220 -1.964
C7 -7.089 -2.436 5.991
Cl17 -7.909 -3.656 4.989
Cl18 -5.505 -3.058 6.501
Cl19 -6.867 -0.951 5.052
Cl20 -8.078 -2.089 7.426
C8 1.770 5.084 5.387
Cl21 1.606 4.989 7.154
Cl22 1.494 6.756 4.857
Cl23 3.408 4.577 4.917
Cl24 0.575 4.017 4.623
C9 -2.366 -2.501 0.866
Cl25 -2.041 -2.726 2.598
Cl26 -2.112 -4.038 0.011
Cl27 -4.043 -1.968 0.644
Cl28 -1.263 -1.270 0.214
C10 10.723 -2.943 -7.915
Cl29 10.824 -1.174 -8.035
Cl30 10.110 -3.395 -6.312
Cl31 9.622 -3.558 -9.164
Cl32 12.338 -3.646 -8.151
C11 5.903 -2.014 -10.257
Cl33 5.623 -3.709 -9.808
Cl34 7.594 -1.809 -10.759
Cl35 4.828 -1.572 -11.600
Cl36 5.567 -0.967 -8.863
C12 -11.495 -4.809 2.689
Cl37 -12.998 -4.014 3.203
Cl38 -11.600 -6.550 3.030
Cl39 -11.259 -4.560 0.946
Cl40 -10.123 -4.113 3.579